# 1
{
  "formula": "C37H28BrO2OsPTe",
  "method": "the ωB97M-V functional and the def2-TZVPD basis",
  "total_charge": 2,
  "e_tot_ha": -4850.6707,
  "homo_lumo_gap_ev": [7.74, 6.26],
  "s2": 6.03,
  "spin_multiplicity": 5,
  "elements": ["Os", "C", "C", "C", "C", "C", "C", "P", "C", "C", "C", "C", "C", "C", "C", "C", "C", "C", "C", "C", "H", "H", "H", "H", "H", "H", "H", "H", "H", "H", "H", "H", "H", "H", "Br", "C", "C", "C", "C", "C", "C", "C", "O", "O", "H", "H", "H", "H", "Te", "C", "C", "C", "C", "C", "C", "C", "C", "C", "C", "C", "C", "H", "H", "H", "H", "H", "H", "H", "H", "H", "H"],
  "coordinates": [[-0.923, 0.474, 1.191], [-0.821, 1.058, 7.397], [-1.754, 1.133, 6.370], [-1.337, 1.037, 5.054], [0.017, 0.862, 4.768], [0.955, 0.788, 5.799], [0.527, 0.887, 7.114], [0.555, 0.847, 3.070], [1.932, -0.267, 2.820], [1.973, -1.481, 3.511], [2.941, -2.416, 3.186], [3.857, -2.148, 2.175], [3.815, -0.942, 1.488], [2.851, 0.001, 1.803], [0.830, 2.419, 2.271], [1.584, 3.557, 2.481], [1.588, 4.505, 1.462], [0.885, 4.296, 0.269], [0.136, 3.151, 0.055], [0.085, 2.214, 1.094], [-1.148, 1.132, 8.425], [-2.803, 1.263, 6.598], [-2.064, 1.098, 4.251], [2.007, 0.653, 5.581], [1.249, 0.831, 7.917], [1.262, -1.690, 4.301], [2.988, -3.351, 3.727], [4.614, -2.881, 1.929], [4.534, -0.733, 0.707], [2.814, 0.936, 1.257], [2.155, 3.707, 3.388], [2.161, 5.415, 1.582], [0.938, 5.045, -0.510], [-0.391, 2.996, -0.878], [-1.184, -2.117, 1.712], [0.192, -2.849, 0.552], [0.473, -4.170, 0.844], [1.458, -4.822, 0.115], [2.160, -4.141, -0.867], [1.872, -2.812, -1.124], [0.871, -2.129, -0.431], [0.669, -0.700, -0.843], [1.517, -0.048, -1.370], [-0.577, -0.198, -0.609], [-0.064, -4.690, 1.626], [1.672, -5.861, 0.326], [2.930, -4.643, -1.435], [2.413, -2.264, -1.884], [-3.537, 1.437, 1.176], [-4.576, -0.057, 0.128], [-3.936, -0.944, -0.731], [-4.697, -1.891, -1.401], [-6.070, -1.952, -1.205], [-6.695, -1.067, -0.338], [-5.950, -0.113, 0.340], [-3.190, 2.826, -0.367], [-2.996, 2.416, -1.677], [-2.712, 3.375, -2.639], [-2.623, 4.716, -2.286], [-2.829, 5.111, -0.970], [-3.112, 4.163, 0.003], [-2.866, -0.900, -0.892], [-4.214, -2.582, -2.079], [-6.657, -2.693, -1.730], [-7.765, -1.116, -0.186], [-6.442, 0.576, 1.015], [-3.081, 1.373, -1.959], [-2.568, 3.073, -3.668], [-2.409, 5.458, -3.043], [-2.785, 6.158, -0.701], [-3.286, 4.475, 1.026]],
  "mulliken_spin": [2.640, 0.003, 0.014, 0.031, -0.033, -0.003, 0.000, 0.353, -0.013, 0.037, -0.005, 0.018, -0.009, 0.005, -0.161, -0.023, 0.103, -0.025, 0.080, 0.206, 0.000, 0.001, -0.039, 0.001, 0.000, 0.001, 0.000, 0.000, 0.000, 0.009, 0.002, 0.003, 0.002, 0.035, 0.062, 0.004, -0.003, 0.000, 0.004, -0.004, 0.028, 0.055, 0.032, 0.329, 0.000, 0.000, 0.000, -0.001, 0.235, 0.016, -0.004, 0.004, 0.001, 0.000, -0.014, 0.023, -0.001, -0.008, 0.012, -0.001, -0.003, 0.002, 0.000, 0.000, 0.000, -0.006, 0.002, 0.000, 0.001, 0.000, 0.003]
}

# 2
{
  "formula": "C37H28Cl2N5O2RuS",
  "method": "the ωB97M-V functional and the def2-TZVPD basis",
  "e_tot_ha": -3264.5065,
  "homo_lumo_gap_ev": [4.59, 6.23],
  "s2": 0.77,
  "spin_multiplicity": 2,
  "e_above_lowest_kj_mol": 61.4,
  "elements": ["Ru", "C", "C", "C", "C", "N", "C", "C", "C", "C", "C", "C", "N", "C", "C", "C", "C", "C", "N", "H", "H", "H", "H", "H", "H", "H", "H", "H", "H", "H", "Cl", "C", "C", "C", "Cl", "C", "O", "C", "C", "O", "C", "H", "H", "H", "S", "C", "N", "C", "C", "C", "C", "C", "C", "H", "H", "H", "H", "H", "C", "C", "C", "C", "C", "C", "C", "C", "N", "H", "H", "H", "H", "H", "H", "H", "H", "H"],
  "coordinates": [[-0.679, 0.021, -0.284], [2.592, 3.777, 1.263], [1.865, 3.958, 2.433], [0.956, 2.993, 2.800], [0.776, 1.833, 2.051], [1.483, 1.696, 0.900], [2.358, 2.656, 0.514], [-0.127, 0.774, 2.571], [-0.223, 0.604, 3.936], [-1.135, -0.365, 4.426], [-1.984, -0.992, 3.564], [-1.915, -0.716, 2.176], [-0.852, 0.049, 1.709], [-2.877, -1.093, 1.208], [-4.100, -1.740, 1.516], [-5.021, -1.966, 0.533], [-4.748, -1.552, -0.783], [-3.536, -0.949, -1.030], [-2.609, -0.734, -0.095], [3.301, 4.510, 0.908], [1.993, 4.847, 3.035], [0.351, 3.119, 3.685], [2.844, 2.455, -0.429], [0.418, 1.148, 4.613], [-1.174, -0.578, 5.486], [-2.711, -1.702, 3.934], [-4.313, -2.023, 2.538], [-5.963, -2.444, 0.772], [-5.452, -1.706, -1.587], [-3.262, -0.638, -2.031], [-0.673, 6.023, -4.532], [-0.819, 4.800, -3.303], [-0.909, 5.192, -1.958], [-1.033, 4.250, -0.978], [-1.173, 4.759, 0.673], [-1.073, 2.837, -1.243], [-1.239, 2.026, -0.283], [-0.966, 2.488, -2.627], [-0.985, 1.133, -3.090], [-0.922, 0.100, -2.421], [-0.857, 3.478, -3.628], [-0.886, 6.241, -1.697], [-1.047, 1.017, -4.181], [-0.799, 3.172, -4.666], [0.157, -4.156, 1.375], [0.428, -2.506, 0.984], [-0.053, -2.088, -0.142], [-0.700, -3.129, -0.810], [-1.271, -3.043, -2.080], [-1.859, -4.172, -2.609], [-1.881, -5.380, -1.899], [-1.301, -5.481, -0.653], [-0.701, -4.342, -0.119], [0.973, -1.863, 1.657], [-1.253, -2.100, -2.607], [-2.315, -4.126, -3.590], [-2.355, -6.248, -2.338], [-1.304, -6.417, -0.110], [2.953, -0.006, 2.418], [3.381, -0.356, 1.016], [4.590, -1.021, 0.856], [5.049, -1.398, -0.393], [4.291, -1.073, -1.502], [3.086, -0.387, -1.389], [2.371, -0.014, -2.645], [2.597, -0.038, -0.114], [1.341, 0.601, 0.069], [3.124, 1.050, 2.653], [3.523, -0.593, 3.137], [1.894, -0.197, 2.594], [5.170, -1.263, 1.739], [5.988, -1.925, -0.500], [4.646, -1.333, -2.493], [3.074, 0.030, -3.479], [1.882, 0.954, -2.540], [1.601, -0.742, -2.885]],
  "mulliken_spin": [0.030, -0.002, 0.008, 0.002, -0.034, -0.005, -0.001, -0.004, 0.122, 0.082, 0.002, 0.191, 0.211, 0.026, 0.114, -0.017, 0.169, -0.088, 0.141, 0.000, 0.000, -0.008, 0.000, 0.005, 0.010, 0.017, 0.020, 0.000, 0.011, 0.007, 0.000, 0.001, 0.000, 0.002, 0.000, 0.000, -0.005, -0.003, 0.002, -0.014, -0.001, 0.000, 0.000, 0.000, 0.002, 0.009, -0.002, 0.006, 0.006, 0.001, 0.001, 0.001, -0.001, -0.007, -0.002, -0.001, 0.000, 0.000, 0.032, -0.001, -0.003, 0.000, 0.001, -0.002, 0.003, -0.005, 0.007, -0.002, -0.003, -0.029, 0.000, -0.001, 0.000, 0.000, 0.000, 0.001]
}

# 3
{
  "formula": "C37H28Cl3F3N3O5OsPS2",
  "method": "the ωB97M-V functional and the def2-TZVPD basis",
  "e_tot_ha": -4875.7852,
  "homo_lumo_gap_ev": [7.13, 7.19],
  "s2": 6.01,
  "spin_multiplicity": 5,
  "e_above_lowest_kj_mol": 141.1,
  "elements": ["Os", "Cl", "C", "C", "C", "C", "C", "C", "P", "C", "C", "C", "C", "C", "C", "C", "C", "C", "C", "C", "C", "H", "H", "H", "H", "H", "H", "H", "H", "H", "H", "H", "H", "H", "H", "N", "C", "C", "C", "N", "C", "C", "H", "H", "H", "H", "H", "H", "Cl", "C", "C", "C", "C", "C", "Cl", "C", "N", "H", "H", "H", "F", "C", "F", "F", "S", "O", "O", "O", "O", "C", "O", "C", "C", "C", "C", "S", "C", "C", "H", "H", "H", "H", "H"],
  "coordinates": [[0.447, -0.275, 1.044], [-1.144, 1.652, 2.072], [-1.843, 3.101, 1.461], [-1.975, 4.212, 2.281], [-2.687, 5.306, 1.818], [-3.251, 5.290, 0.552], [-3.064, 4.202, -0.281], [-2.340, 3.098, 0.159], [-2.068, 1.588, -0.874], [-3.148, 0.337, -0.163], [-4.385, 0.720, 0.347], [-5.217, -0.237, 0.893], [-4.820, -1.566, 0.921], [-3.577, -1.939, 0.433], [-2.732, -0.988, -0.110], [-2.671, 2.191, -2.480], [-3.773, 1.693, -3.161], [-4.094, 2.223, -4.399], [-3.323, 3.232, -4.954], [-2.216, 3.722, -4.280], [-1.894, 3.203, -3.042], [-1.542, 4.205, 3.269], [-2.818, 6.167, 2.452], [-3.843, 6.124, 0.209], [-3.497, 4.197, -1.270], [-4.675, 1.763, 0.320], [-6.172, 0.055, 1.300], [-5.487, -2.309, 1.330], [-3.262, -2.969, 0.477], [-1.752, -1.263, -0.489], [-4.371, 0.900, -2.733], [-4.954, 1.847, -4.932], [-3.584, 3.638, -5.919], [-1.612, 4.506, -4.713], [-1.042, 3.580, -2.493], [3.835, -4.309, -2.266], [3.248, -3.166, -1.824], [3.944, -2.229, -1.048], [3.283, -1.115, -0.579], [1.996, -0.855, -0.825], [1.364, -1.697, -1.656], [1.930, -2.835, -2.172], [4.693, -4.611, -1.835], [3.247, -5.033, -2.644], [4.978, -2.402, -0.796], [3.805, -0.390, 0.031], [0.339, -1.443, -1.893], [1.350, -3.491, -2.803], [1.740, 2.135, 0.381], [1.576, 2.012, -1.340], [2.601, 2.402, -2.179], [2.499, 2.172, -3.541], [1.397, 1.501, -4.042], [0.378, 1.117, -3.189], [-0.923, 0.163, -3.809], [0.401, 1.409, -1.819], [-0.584, 1.001, -0.933], [3.471, 2.887, -1.770], [3.292, 2.473, -4.207], [1.321, 1.261, -5.092], [0.204, 2.075, 4.677], [0.365, 0.875, 5.258], [1.427, 0.973, 6.061], [-0.716, 0.674, 6.017], [0.678, -0.443, 3.947], [1.606, 0.282, 3.075], [1.224, -1.546, 4.666], [-0.616, -0.643, 3.324], [5.665, -4.295, 4.489], [5.046, -5.052, 3.558], [5.454, -6.154, 3.292], [3.870, -4.431, 2.907], [2.878, -5.256, 2.372], [1.757, -4.712, 1.791], [1.612, -3.325, 1.700], [0.149, -2.693, 1.011], [2.641, -2.501, 2.164], [3.741, -3.046, 2.783], [5.174, -3.479, 4.663], [2.995, -6.327, 2.439], [0.963, -5.334, 1.406], [2.569, -1.426, 2.072], [4.519, -2.380, 3.133]],
  "mulliken_spin": [3.269, 0.062, -0.001, 0.006, 0.000, 0.002, 0.000, 0.009, 0.027, -0.028, -0.001, -0.001, 0.002, 0.019, 0.072, 0.009, 0.002, 0.000, 0.001, -0.001, 0.001, 0.001, 0.000, 0.000, 0.001, 0.000, 0.000, 0.000, 0.002, -0.021, 0.000, 0.000, 0.000, 0.000, 0.000, 0.007, 0.006, -0.002, 0.029, -0.012, 0.046, 0.021, -0.001, 0.000, 0.000, -0.003, -0.013, -0.001, 0.043, -0.041, -0.001, 0.007, -0.001, -0.008, -0.001, 0.019, 0.043, 0.000, 0.000, 0.000, 0.000, 0.005, 0.000, 0.000, 0.003, 0.071, 0.005, 0.051, 0.000, -0.001, 0.002, 0.015, -0.005, 0.002, -0.092, 0.176, 0.189, 0.005, 0.000, -0.001, 0.000, 0.002, 0.000]
}